ORCA calculation (ωB97M-V/def2-TZVPD) on a structure of composition C48H55N3O5P2PtS2Se2Si at a distorted geometry.

Electronic energy: -247447.01983 eV
Kohn-Sham gap (alpha / beta): 4.352 / 4.362 eV
LUMO energy (alpha / beta): -3.1 / -3.1 eV

XYZ file:
```
119
Properties=species:S:1:pos:R:3:forces:R:3
Pt -0.921245 -0.442041 -0.876783 0.0 -0.2 -1.0
Se -1.994745 1.965559 2.112017 1.7 -1.5 -0.1
P -1.984045 2.933959 0.162517 0.0 0.8 -2.2
Se -2.270545 1.781859 -1.673783 -0.2 0.4 0.9
C -0.549245 4.073759 0.016317 -0.2 -0.5 0.4
C 0.362455 3.980959 -1.022283 -0.2 -0.2 -0.1
C 1.439355 4.848659 -1.065783 0.1 0.1 0.0
C 1.585955 5.821859 -0.094283 0.1 0.0 0.0
C 0.661855 5.927559 0.932517 -0.1 0.0 0.2
C -0.398445 5.045059 0.999417 -0.1 0.0 0.0
C -3.361045 4.134159 0.116917 0.1 -0.4 0.5
C -3.374345 5.024359 -0.951183 0.1 0.0 0.0
C -4.377245 5.969059 -1.039483 0.0 0.0 0.0
C -5.365245 6.023059 -0.068083 -0.1 0.0 0.1
C -5.359745 5.122259 0.983017 -0.2 0.1 0.0
C -4.357245 4.173159 1.079117 0.2 -0.1 0.0
H 0.235655 3.230459 -1.787483 0.0 0.0 0.0
H 2.167255 4.763259 -1.856983 0.1 0.0 -0.1
H 2.426455 6.496059 -0.129083 0.1 0.1 0.0
H 0.778055 6.682659 1.695517 0.0 0.1 0.0
H -1.112845 5.101059 1.811417 0.0 0.1 0.1
H -2.602345 4.959359 -1.707683 0.0 0.1 0.0
H -4.389245 6.663759 -1.864783 0.0 0.1 -0.1
H -6.142145 6.769159 -0.132683 -0.1 0.1 0.0
H -6.135345 5.156759 1.732417 -0.1 0.0 0.1
H -4.343945 3.462459 1.896617 -0.1 0.0 0.0
N -2.640245 -1.196541 0.382217 1.4 0.5 -0.5
C -2.924945 -2.259341 0.763117 0.1 0.2 -0.2
C -3.222245 -3.515641 1.225317 0.0 0.5 0.0
C -4.491445 -4.064641 1.058217 -0.7 -0.4 -0.2
N -5.533745 -4.531641 0.909217 -0.2 0.0 -0.1
C -2.196445 -4.247041 1.816317 0.6 -0.4 0.5
N -1.323845 -4.845641 2.273617 0.0 -0.2 0.0
C -1.304345 -1.546941 -4.360383 0.1 0.3 0.4
P -1.809345 -1.790941 -2.610283 0.3 0.1 0.0
C -3.617745 -1.668341 -2.704783 0.0 0.2 0.2
C -4.214445 -0.614541 -3.391683 0.2 0.0 0.0
C -5.591545 -0.494641 -3.422983 -0.1 0.1 -0.1
C -6.386945 -1.407141 -2.748983 0.0 0.0 0.0
C -5.797245 -2.445641 -2.047383 -0.1 -0.1 0.1
C -4.422145 -2.582141 -2.030183 0.1 0.0 0.0
C -1.565745 -3.563841 -2.323583 0.3 0.3 0.4
C -2.153345 -4.524141 -3.141883 0.0 0.1 -0.1
C -2.027645 -5.863441 -2.827883 0.0 0.0 -0.1
C -1.321145 -6.248641 -1.699183 0.1 0.1 0.1
C -0.709845 -5.298341 -0.898483 0.1 -0.2 0.0
C -0.831945 -3.955641 -1.210783 0.1 0.2 0.0
H -1.908145 -2.180441 -5.011983 0.0 0.0 0.1
H -0.249845 -1.801241 -4.472383 0.0 0.1 0.0
H -1.450645 -0.500741 -4.634183 0.1 0.0 0.0
H -3.597945 0.118159 -3.895283 0.0 0.1 -0.1
H -6.044345 0.319759 -3.968983 0.0 0.1 0.0
H -7.462545 -1.305841 -2.770383 -0.1 0.0 0.0
H -6.401345 -3.152341 -1.499483 -0.1 -0.1 0.1
H -3.979045 -3.409341 -1.494383 0.0 0.0 0.0
H -2.720745 -4.218241 -4.008483 -0.1 0.0 -0.1
H -2.487445 -6.609141 -3.457983 -0.1 -0.1 -0.1
H -1.254645 -7.294141 -1.444683 0.1 -0.1 0.0
H -0.159045 -5.604841 -0.023783 0.0 0.0 0.1
H -0.364245 -3.190441 -0.590483 -0.1 -0.2 0.0
O 5.172155 -2.302841 -6.445283 0.2 -0.3 -0.2
C 5.104255 -1.016641 -6.043183 0.1 0.2 0.0
O 5.926755 -0.223541 -6.416683 -0.1 -0.2 -0.1
C 3.993055 -0.653741 -5.129483 -0.2 0.1 0.2
C 3.689755 0.705159 -4.988783 0.2 -0.4 -0.1
C 2.717855 1.119159 -4.112383 -0.2 0.0 0.2
C 2.031155 0.181459 -3.330583 0.1 -0.8 0.1
S 0.966655 0.810259 -2.121283 -1.5 -0.4 1.1
C 2.313555 -1.177341 -3.484883 -0.1 0.1 0.0
C 3.283455 -1.590041 -4.374183 0.2 0.2 -0.2
H 4.417355 -2.823941 -6.142283 0.1 0.2 0.0
H 4.249455 1.413359 -5.580983 0.0 0.1 0.0
H 2.481555 2.166459 -3.987083 0.0 0.1 -0.1
H 1.781355 -1.893941 -2.874883 0.0 -0.1 0.1
H 3.514455 -2.648141 -4.433783 0.0 0.0 0.0
C 4.280055 0.488259 -0.158583 -0.2 -0.2 0.3
C 3.833255 -0.528441 0.894917 0.7 -0.3 -0.6
C 3.072555 -1.676641 0.238417 -0.1 0.3 0.2
C 5.032955 -1.058241 1.684017 -0.4 0.2 -0.1
O 3.008755 0.173659 1.819517 -0.4 0.1 0.2
Si 1.635455 -0.108541 2.605317 0.3 0.1 0.5
S 0.062955 0.322859 1.172817 -2.2 1.2 -0.6
O 1.475955 -1.624741 3.091517 0.2 0.2 -0.5
C 1.087055 -2.246741 4.317017 -0.1 -0.5 0.7
C -0.341845 -1.837841 4.657717 0.2 0.0 -0.2
C 2.046355 -1.803541 5.420817 -0.1 0.0 -0.3
C 1.182455 -3.752241 4.072117 -0.1 0.4 -0.1
O 1.443455 0.951759 3.792617 -0.3 -0.4 0.1
C 1.853755 2.303959 3.981317 0.3 0.8 0.3
C 0.819255 2.939359 4.909717 0.2 -0.3 -0.2
C 1.902355 3.039959 2.648317 -0.1 -0.3 0.2
C 3.235355 2.283759 4.634517 -0.3 -0.1 -0.1
H 4.949555 0.019959 -0.876083 0.1 0.0 -0.1
H 4.794955 1.315559 0.323617 0.1 0.1 0.0
H 3.412355 0.879859 -0.685883 -0.1 0.0 -0.1
H 3.709155 -2.190541 -0.478783 0.0 0.0 0.0
H 2.196755 -1.287341 -0.283183 0.0 0.0 -0.1
H 2.741955 -2.378141 1.000317 0.0 -0.2 0.0
H 5.731755 -1.559641 1.019817 0.1 -0.1 0.0
H 4.686055 -1.756241 2.442217 0.0 -0.1 0.1
H 5.540755 -0.233841 2.180317 0.1 0.1 0.0
H -0.396045 -0.755641 4.749417 -0.1 0.2 0.1
H -0.658945 -2.291641 5.592517 0.0 0.0 0.1
H -1.019045 -2.157341 3.869017 -0.1 -0.1 -0.1
H 1.944455 -0.735141 5.584917 0.0 0.1 0.1
H 3.073955 -2.011241 5.133217 0.1 -0.1 0.0
H 1.822755 -2.330541 6.343717 0.0 -0.1 0.1
H 0.451855 -4.061041 3.327117 0.1 0.0 0.1
H 0.990555 -4.297441 4.992017 0.0 -0.1 0.1
H 2.176155 -4.004841 3.710617 0.2 0.0 0.0
H -0.167845 2.869659 4.457717 -0.1 0.1 0.0
H 1.058755 3.984159 5.086017 0.0 0.1 0.0
H 0.798355 2.411559 5.859617 0.0 0.0 0.1
H 0.935355 2.958159 2.159917 -0.1 0.1 -0.1
H 2.655755 2.591659 2.008617 0.1 0.0 -0.2
H 2.135855 4.090459 2.792617 0.0 0.1 0.1
H 3.186555 1.775259 5.594817 0.0 0.0 0.1
H 3.595355 3.298059 4.784717 0.1 0.1 0.0
H 3.928255 1.749459 3.990217 0.2 0.0 -0.1
```
Positions in Å, forces in eV/Å.



ORCA calculation (ωB97M-V/def2-TZVPD) on a cluster of 2 separate species, C14H19F9IN4O4S in total at a distorted geometry.

Relative energy (zero: lowest compared OMol25 entry of this formula, charge and spin): 0.00 kJ/mol
Charge: +1
Electronic energy: -72358.77257 eV
Kohn-Sham gap: 7.640 eV
LUMO energy: -3.9 eV

XYZ file:
```
52
Properties=species:S:1:pos:R:3:forces:R:3
C 2.457807 -2.206781 2.508307 0.1 -0.1 -0.3
C 1.972210 -1.040899 2.116189 -0.1 0.5 0.8
N 2.315523 -0.368924 0.874975 0.1 -0.9 -1.2
C 3.634125 -0.657819 0.552998 -0.4 -0.1 0.2
N 4.557755 0.103465 1.164090 -0.1 -0.6 0.0
N 3.952989 -1.623497 -0.312980 0.6 1.4 -0.2
C 3.093060 -1.706687 -1.540013 -0.3 -0.5 0.4
C 2.149606 -0.520197 -1.569840 -0.1 -0.5 -0.5
C 1.344220 -0.357305 -0.277622 0.4 1.4 0.6
C 0.656469 1.033521 -0.325890 -0.2 -0.2 0.0
C 0.317766 1.676993 1.025126 0.0 0.2 -0.1
C -0.845013 2.662905 0.884872 0.5 -0.1 -0.5
I -1.754788 3.054995 2.753945 0.0 0.0 0.0
S 0.120611 -1.723613 -0.318669 0.0 -1.1 -1.2
O -0.457583 -1.655873 -1.632738 -0.1 0.4 0.2
O 0.752874 -2.950414 0.067613 0.1 0.3 0.6
C -1.331736 -1.389808 0.774359 -0.1 0.1 0.4
F -0.903760 -1.185494 2.031762 0.0 -0.1 0.1
F -1.915510 -0.264093 0.364063 0.0 0.0 -0.2
C -2.406481 -2.547296 0.846989 0.1 0.0 0.0
F -3.528090 -1.953397 1.284471 0.0 0.0 0.0
F -1.979104 -3.388054 1.798492 0.2 -0.1 -0.1
C -2.799002 -3.431054 -0.381228 -0.4 -0.2 0.0
F -1.750215 -4.122911 -0.830225 0.3 0.2 0.0
F -3.662428 -4.318417 0.143316 -0.1 0.0 0.0
C -3.524970 -2.712685 -1.590394 0.2 -0.2 0.4
F -2.815777 -2.835829 -2.688469 0.4 0.0 -0.5
F -4.697951 -3.268844 -1.792711 -0.6 -0.2 0.0
F -3.710028 -1.421164 -1.334265 0.1 0.4 0.1
H 3.072692 -2.840591 1.879332 0.1 0.1 0.0
H 2.210609 -2.593055 3.487406 -0.1 0.1 0.0
H 1.311678 -0.487281 2.767537 0.0 0.2 -0.1
H 5.418290 -0.261792 1.540019 0.2 0.1 -0.4
H 4.328691 1.074305 1.303027 -0.2 -0.2 0.7
H 4.941348 -1.558255 -0.533565 0.0 -0.4 -0.1
H 2.550851 -2.649301 -1.532597 0.0 0.0 0.0
H 3.749348 -1.686232 -2.406340 0.1 0.0 0.1
H 1.482283 -0.662351 -2.419507 -0.1 0.2 0.1
H 2.690719 0.409510 -1.760093 0.1 0.0 0.2
H 1.327917 1.704392 -0.864534 0.0 -0.1 0.0
H -0.230974 0.946428 -0.954718 0.0 0.0 0.0
H 0.106955 0.945840 1.797812 -0.2 -0.1 -0.1
H 1.184620 2.247132 1.365775 0.0 -0.1 0.2
H -1.589259 2.293053 0.183128 -0.2 -0.1 0.3
H -0.479869 3.599705 0.469702 -0.1 0.1 0.2
C -3.653071 5.682986 -1.468117 -0.1 0.1 0.1
N -2.281892 5.318849 -1.017992 0.0 0.0 0.0
O -2.019559 5.423971 0.161508 -0.1 0.1 0.0
O -1.505386 4.927718 -1.867570 0.0 -0.1 0.0
H -4.218839 6.005412 -0.602909 0.0 0.0 0.0
H -3.551372 6.479087 -2.198977 0.0 0.0 -0.1
H -4.088356 4.799645 -1.924855 0.0 0.0 -0.1
```
Positions in Å, forces in eV/Å.



Q: Look up the electronic energy of the first one.
A: -247447.01983 eV